Formula: C20H32Al2Br3Cl2F11I2N4Na2O11P2S3
Source: the Open Molecules 2025 dataset
Level of theory: ωB97M-V/def2-TZVPD

Charge: 0
LUMO level in eV: -6.33
HOMO in eV: -8.49
Kohn-Sham gap in eV: 2.2

Structure (XYZ):
```
94
C20H32Al2Br3Cl2F11I2N4Na2O11P2S3, DFT ωB97M-V/def2-TZVPD
C -3.14573 -1.01777 1.40582
C -1.85833 -0.89208 2.24462
F -1.90905 0.35811 2.84847
C -0.50808 -1.09596 1.48517
P 0.82876 -1.01729 2.84943
N 0.29168 -2.12101 4.12050
O 0.85614 0.49450 3.53520
C -0.33601 -2.51355 0.84788
I -1.54832 -4.15062 1.70040
C 1.12191 -3.03951 0.51689
S 1.60640 -4.56984 1.35679
O 3.05338 -4.55968 1.40541
O 1.17587 -5.69508 0.58578
C -0.92097 -2.34359 -0.58553
C -1.39029 -3.49105 -1.46120
C -2.93741 -3.64791 -1.54521
C -3.24965 -4.46402 -2.83800
F -2.32551 -5.41253 -3.07743
Br -3.22269 -3.17095 -4.35727
C -4.62830 -5.21935 -2.70166
F -5.69105 -4.36119 -2.41752
F -4.84327 -5.91028 -3.90708
Br -4.41930 -6.58338 -1.34563
N -0.85707 -1.07098 -0.83053
P -1.44216 -0.64275 -2.49999
O -0.35902 0.36925 -3.15795
I -3.58049 0.57675 -2.25645
C -0.32207 -0.18893 0.24669
Cl 1.42488 0.11100 -0.38261
C -0.91343 1.22989 0.23083
C -0.04460 2.31717 0.94866
C 0.45491 3.35488 -0.11344
C -0.69342 4.21959 -0.62631
O -0.51887 5.08456 -1.44770
O -1.97023 3.98925 -0.15223
H -3.18442 -1.90072 0.75379
H -3.97875 -1.12309 2.12092
H -3.37673 -0.13545 0.79720
H -1.92385 -1.61126 3.07682
H 0.27826 -3.02855 3.63349
H 1.11101 -2.19168 4.72980
H 1.60376 0.57850 4.14112
H 1.91896 -2.30972 0.68368
H 1.16276 -3.29876 -0.55530
H 1.20222 -4.62195 2.66197
H -0.96834 -3.40394 -2.47513
H -0.95416 -4.42148 -1.05572
H -3.38728 -2.65550 -1.70023
H -3.33116 -4.12799 -0.64236
H -0.62198 1.27811 -2.92549
H -1.01090 1.56257 -0.81581
H -1.92165 1.29961 0.65483
H -0.71451 2.86930 1.62486
H 0.76744 1.91335 1.55871
H 0.82013 2.77288 -0.97813
H 1.28252 3.96954 0.26095
H -2.54680 4.21249 -0.89832
N 4.29580 5.64983 0.10104
S 5.54179 6.58462 -0.24146
O 6.40540 6.11522 -1.27257
O 6.14157 7.26110 0.85995
F 4.75314 7.75546 -0.96938
S 4.71191 4.31746 0.78259
O 3.63878 3.34757 0.78682
O 5.47751 4.38483 1.98464
F 5.72243 3.65241 -0.24327
Na 3.52408 0.90650 1.08914
Cl 2.65388 1.17225 -2.29054
Na -6.04472 -4.01438 -4.43722
Br -1.26673 -0.93377 5.75321
F 0.63015 -7.88361 1.27054
C -1.05420 9.91543 -4.17884
C -1.32884 8.81470 -3.15986
C -0.77325 7.45169 -3.58671
C -1.39372 7.02045 -4.85123
N -1.88645 6.68322 -5.83616
H -1.53876 9.70708 -5.13433
H -1.44001 10.87070 -3.82055
H 0.01754 10.02769 -4.35461
H -2.40729 8.73864 -3.00007
H -0.88159 9.09363 -2.20391
H -0.98169 6.70141 -2.82466
H 0.30820 7.50540 -3.72105
Al 0.64729 0.28622 6.97924
F -2.17629 -9.56369 5.36430
Al -0.79220 -9.22581 4.40462
F 0.59924 -9.91232 5.13463
F -0.59528 -7.50780 4.28279
F -1.01444 -9.88789 2.83166
C 6.26677 -5.10588 1.84276
O 7.40065 -4.90843 1.26166
H 6.16024 -6.04563 2.43745
H 5.90578 -4.31509 2.53256
H 5.36824 -5.21114 1.15036
```


Formula: C20H32B2Cl4F10N4NaO12P2S
Source: the Open Molecules 2025 dataset
Level of theory: ωB97M-V/def2-TZVPD

Charge: -1
LUMO level in eV: 0.10
HOMO in eV: -4.27
Kohn-Sham gap in eV: 4.4

Structure (XYZ):
```
88
C20H32B2Cl4F10N4NaO12P2S, DFT ωB97M-V/def2-TZVPD
C -0.55236 -1.72656 -3.29417
C 0.67965 -2.16353 -2.47772
C 0.50981 -1.24360 -1.27672
C 1.14771 -1.32161 0.14304
C 0.22265 -2.25777 0.96292
Cl -0.66018 -3.50291 0.18006
C -0.09673 -2.08151 2.25767
C 0.39197 -1.07705 3.24920
Cl -1.24632 -3.07913 3.04455
N 0.94111 0.12804 0.61170
S -0.61668 0.73409 0.57600
C -1.01054 1.50477 -0.96743
O -1.63606 -0.24681 0.79601
O -0.66541 1.74787 1.63031
C 2.01210 0.94872 0.92023
N 1.98663 1.70453 1.99566
F 3.03702 2.47728 2.26938
N 3.14161 1.00001 0.15063
B 3.09364 2.12504 -0.84741
O 2.00570 2.33275 -1.64238
O 4.16771 2.94893 -0.94445
C 3.28396 -0.30271 -0.63827
B 4.78512 -0.33580 -1.23878
O 5.84847 0.12557 -0.52790
O 4.99029 -0.80095 -2.52729
C 2.74560 -1.55411 0.08131
C 3.23135 -2.68235 -0.85096
O 2.63763 -3.95473 -0.75056
C 3.42213 -4.94855 -1.17296
F 2.69586 -6.02715 -1.33323
F 4.40367 -5.23439 -0.32838
F 3.99261 -4.67940 -2.37020
P 3.64131 -1.83618 1.80206
N 5.17877 -1.93652 1.57729
O 3.22174 -3.09550 2.65298
O 3.36874 -0.54633 2.75691
H -0.82832 -0.72308 -2.99493
H -0.35006 -1.79605 -4.36289
H -1.38467 -2.39618 -3.09198
H 1.57118 -1.93483 -3.07114
H 0.69677 -3.23593 -2.30728
H 0.79487 -0.26632 -1.65969
H -0.56233 -1.27879 -1.09819
H -0.47076 -0.56012 3.67994
H 1.10263 -0.33913 2.92012
H 0.84107 -1.60844 4.09224
H -0.16501 1.55762 -1.63796
H -1.44638 2.47605 -0.75276
H -1.77099 0.85949 -1.44041
H 1.24085 1.77703 2.67750
H 1.91894 3.27784 -1.80772
H 4.69501 2.92161 -0.13857
H 2.67904 -0.17042 -1.54231
H 6.63491 -0.36289 -0.79667
H 4.51373 -0.29111 -3.18478
H 3.14384 -2.36162 -1.89049
H 4.30700 -2.81734 -0.70279
H 5.47557 -1.87319 0.61872
H 3.64955 -2.99082 3.51212
H 3.42597 -0.82063 3.67608
Cl -2.81599 0.03975 -3.16512
Na -2.05616 2.45204 3.01392
C -6.82899 -0.92623 -2.43208
O -5.53874 -1.45133 -2.17370
H -6.69691 0.07604 -2.83594
H -7.36707 -1.53167 -3.16948
H -7.43074 -0.86591 -1.51676
H -5.64623 -2.34002 -1.82587
F 1.99407 5.93592 2.98285
P 1.82969 4.82984 4.19847
F 0.22197 4.84675 3.75150
F 3.39112 4.51951 3.77831
F 2.26674 4.24561 5.67286
F 1.58041 3.19382 3.82444
F 1.41522 6.12979 5.12139
C -6.23911 1.36354 -1.64839
C -6.05719 1.31136 -0.32752
C -6.79002 2.20974 0.59368
O -6.63122 2.18691 1.80304
C -7.74638 3.17723 -0.00276
C -7.93762 3.23649 -1.31583
C -7.19949 2.33411 -2.24329
O -7.38853 2.40126 -3.43726
H -5.69747 0.71061 -2.34187
H -5.36391 0.61187 0.12575
H -8.26973 3.82287 0.69202
H -8.62914 3.93406 -1.77272
Cl 1.61870 -4.63915 1.48513
```


Formula: C20H32Cl2CoN3O3
Source: the Open Molecules 2025 dataset
Level of theory: ωB97M-V/def2-TZVPD

Charge: 0
LUMO level (spin up / spin down) in eV: 0.14 / -0.79
Expectation value of S²: 6.02
HOMO (spin up / spin down) in eV: -7.55 / -8.61
Kohn-Sham gap (spin up / spin down) in eV: 7.7 / 7.8
Spin multiplicity: 5

Structure (XYZ):
```
61
C20H32Cl2CoN3O3, DFT ωB97M-V/def2-TZVPD
O -4.06192 -0.58318 -1.46250
C -3.52746 -1.67156 -1.33643
C -3.61668 -2.60651 -0.17729
C -3.37754 -2.18405 1.13636
H -2.70940 -1.34612 1.31154
C -3.99300 -2.85812 2.20232
H -3.91575 -2.48534 3.22734
C -4.71367 -4.04392 1.96332
H -5.25869 -4.54414 2.77714
C -4.65620 -4.62424 0.68014
H -5.09151 -5.61599 0.51905
C -4.02137 -3.94197 -0.36305
H -3.84570 -4.40189 -1.33707
H -2.86843 -2.12345 -2.14365
C 0.01645 -2.90031 -2.69443
C 0.41104 -2.64492 -1.30972
H -0.42999 -3.90135 -2.83956
H 0.85962 -2.83815 -3.37616
H -0.70438 -2.13927 -2.98567
C 0.24097 -3.31717 -0.09508
C 1.22898 -4.43339 0.13221
H -0.64926 -3.26834 0.54435
H 0.71797 -5.39252 0.19006
H 1.86523 -4.32473 1.02007
H 1.89679 -4.44413 -0.73812
Co 0.75030 -1.25682 -0.26564
Cl 0.06748 -0.87781 1.79860
Cl 2.90200 -1.16222 -0.29656
C 2.40154 1.76590 1.24546
O 1.82095 2.68132 0.66392
N 3.74723 1.66061 1.34605
C 4.59802 2.69134 0.78341
C 4.39461 0.67325 2.19262
H 1.84250 0.93602 1.72214
H 4.06712 3.18267 -0.03480
H 5.53235 2.24395 0.42195
H 4.86032 3.44585 1.54136
H 3.70363 -0.16378 2.33702
H 4.65680 1.11230 3.16958
H 5.31940 0.31922 1.71521
H 1.31980 2.41601 -4.65725
H -1.09879 3.10873 -4.80874
C 0.99541 1.40096 -4.41402
C -1.37874 2.07616 -4.55345
N -0.31291 1.45978 -3.77883
H 1.70442 0.92652 -3.73644
C -0.53583 0.81179 -2.61976
O 0.37470 0.19359 -2.03359
H -2.30518 2.07628 -3.96424
H -1.56513 0.87462 -2.21167
H 0.93766 0.84983 -5.36134
H -1.53821 1.54116 -5.50556
C -2.06123 4.18673 2.19497
C -0.95083 3.97565 1.14925
C -1.06251 2.68616 0.49408
N -1.24681 1.68920 -0.07990
H -3.04965 3.99426 1.76060
H -2.03697 5.20738 2.58791
H -1.89860 3.49193 3.02671
H -0.99282 4.75500 0.37483
H 0.03423 4.04078 1.62536
```


Q: charge of number 1 (C20H32Al2Br3Cl2F11I2N4Na2O11P2S3)?
A: 0